1 | {"formula": "C12H36N12O24", "method": "ωB97M-V/def2-TZVPD", "symbols": ["C", "N", "O", "O", "H", "H", "H", "C", "N", "O", "O", "H", "H", "H", "C", "N", "O", "O", "H", "H", "H", "C", "N", "O", "O", "H", "H", "H", "C", "N", "O", "O", "H", "H", "H", "C", "N", "O", "O", "H", "H", "H", "C", "N", "O", "O", "H", "H", "H", "C", "N", "O", "O", "H", "H", "H", "C", "N", "O", "O", "H", "H", "H", "C", "N", "O", "O", "H", "H", "H", "C", "N", "O", "O", "H", "H", "H", "C", "N", "O", "O", "H", "H", "H"], "positions_angstrom": [[2.05360, 1.85017, -0.60663], [3.40106, 1.73238, -1.20324], [3.64868, 1.11611, -2.22588], [4.31478, 2.40655, -0.69208], [1.80824, 2.89903, -0.77333], [1.96764, 1.55233, 0.43836], [1.46120, 1.15165, -1.19760], [-2.25750, 1.23721, -0.09224], [-2.32995, 2.52149, 0.63466], [-3.34747, 2.73113, 1.32679], [-1.37039, 3.29439, 0.49096], [-3.10129, 0.55856, 0.03251], [-1.29072, 0.82003, 0.18955], [-2.25245, 1.39597, -1.17061], [3.64056, -0.02602, 3.16211], [2.91238, 0.54905, 2.00277], [2.24277, -0.25090, 1.33589], [3.10532, 1.70180, 1.69945], [4.56377, -0.45190, 2.76915], [3.05659, -0.71172, 3.77601], [3.94872, 0.80105, 3.80170], [0.54960, 0.09349, 0.48484], [-0.47424, -0.70589, -0.23574], [-0.47773, -0.69658, -1.45368], [-1.21924, -1.41957, 0.44666], [1.07536, 0.79831, -0.15928], [1.22507, -0.69604, 0.81419], [0.01356, 0.56143, 1.31055], [-0.30415, -2.89222, -1.58871], [-1.35473, -3.75193, -2.15866], [-1.51531, -4.84618, -1.62807], [-2.05683, -3.29903, -3.07141], [-0.81125, -2.00316, -1.21388], [0.45741, -2.74520, -2.35455], [0.25744, -3.46267, -0.84891], [2.11939, 3.32672, 2.49755], [1.11861, 2.76352, 1.56713], [0.74291, 3.43023, 0.60114], [0.78636, 1.59449, 1.73222], [2.12260, 2.59985, 3.30980], [1.81615, 4.32840, 2.80216], [2.97622, 3.34782, 1.82411], [-1.61320, 0.30940, -3.24525], [-2.96703, 0.67250, -2.94032], [-3.35456, 0.67874, -1.78698], [-3.67997, 0.98875, -3.93766], [-1.78250, -0.45537, -4.00325], [-1.14016, -0.11431, -2.35936], [-1.01292, 1.14996, -3.59340], [-2.67105, -2.99336, -0.31199], [-3.79864, -3.02561, -1.37222], [-4.35984, -4.03075, -1.68781], [-4.16219, -1.84835, -1.69093], [-2.38441, -4.02144, -0.09065], [-3.14349, -2.57610, 0.57728], [-1.80834, -2.39538, -0.60568], [-0.56481, 0.56282, 3.82410], [-1.72788, 0.92805, 2.97875], [-2.64472, 1.52649, 3.60012], [-1.72857, 0.67096, 1.77308], [0.28096, 0.21609, 3.23035], [-1.09235, -0.12117, 4.48890], [-0.23292, 1.47384, 4.32208], [2.61600, -1.99003, -2.37249], [1.92257, -1.39226, -1.21515], [1.95031, -0.16645, -1.11069], [1.50850, -2.13454, -0.36491], [3.68934, -1.81866, -2.45395], [2.01061, -1.61380, -3.19716], [2.43508, -3.05911, -2.26095], [-0.22790, 3.62801, -1.69906], [-0.73949, 2.23838, -1.85775], [-1.84830, 2.15351, -2.39884], [-0.11069, 1.29335, -1.42379], [0.52819, 3.65009, -0.91424], [-1.05777, 4.13182, -1.20351], [-0.00754, 3.97062, -2.71008], [0.36622, -2.41362, 1.93818], [-0.58081, -3.31053, 1.21516], [-0.19476, -3.78767, 0.15053], [-1.60244, -3.57424, 1.83498], [-0.20723, -1.54792, 2.26957], [1.25487, -2.15350, 1.36306], [0.66112, -2.90336, 2.86623]], "lowdin_charge": [-0.05, -0.33, 0.08, 0.05, 0.12, 0.07, 0.06, -0.04, -0.28, 0.09, -0.01, 0.15, 0.08, 0.03, 0.10, -0.25, 0.00, -0.06, 0.12, 0.11, 0.10, -0.13, -0.24, -0.05, -0.05, 0.02, 0.01, 0.06, -0.05, -0.37, 0.07, 0.08, 0.03, 0.11, -0.02, 0.08, -0.27, 0.00, -0.10, 0.11, 0.13, 0.12, 0.02, -0.37, -0.02, 0.07, 0.13, 0.00, 0.13, 0.00, -0.38, 0.10, 0.01, 0.09, 0.12, 0.03, 0.06, -0.29, 0.09, -0.05, 0.07, 0.12, 0.11, 0.10, -0.26, -0.08, 0.02, 0.12, 0.13, 0.11, 0.09, -0.27, -0.01, -0.04, 0.04, 0.11, 0.13, 0.06, -0.33, 0.03, 0.07, 0.09, 0.07, 0.12], "mol_weight_g_mol": 732.5, "lumo_energy_ev": -2.249, "gap_ha": 0.2478}

2 | {"formula": "C12H36N12O24", "method": "ωB97M-V/def2-TZVPD", "symbols": ["C", "N", "O", "O", "H", "H", "H", "C", "N", "O", "O", "H", "H", "H", "C", "N", "O", "O", "H", "H", "H", "C", "N", "O", "O", "H", "H", "H", "C", "N", "O", "O", "H", "H", "H", "C", "N", "O", "O", "H", "H", "H", "C", "N", "O", "O", "H", "H", "H", "C", "N", "O", "O", "H", "H", "H", "C", "N", "O", "O", "H", "H", "H", "C", "N", "O", "O", "H", "H", "H", "C", "N", "O", "O", "H", "H", "H", "C", "N", "O", "O", "H", "H", "H"], "positions_angstrom": [[1.34370, 7.28900, 0.43045], [2.75352, 7.23479, 0.74707], [3.14863, 8.27369, 1.26524], [3.43119, 6.28969, 0.42973], [1.13706, 6.50289, -0.29579], [1.11458, 8.27964, 0.03772], [0.87615, 7.13645, 1.40319], [-4.55177, -3.27506, -3.57064], [-4.81493, -4.75224, -3.48833], [-4.99923, -5.35657, -4.47390], [-4.80226, -5.23475, -2.37472], [-3.47425, -3.16837, -3.44553], [-5.10478, -2.74327, -2.79638], [-4.88004, -2.84006, -4.51464], [6.58959, -3.70995, 3.88314], [7.64221, -3.98413, 2.89221], [7.75737, -5.13487, 2.60013], [8.18776, -3.00174, 2.35312], [5.78460, -3.43869, 3.20013], [6.87795, -2.89153, 4.54280], [6.38478, -4.63408, 4.42363], [-7.73444, -2.31602, 1.07731], [-8.62236, -1.36448, 0.45031], [-8.95364, -1.66396, -0.70292], [-9.20293, -0.55472, 1.11234], [-8.31696, -2.77883, 1.87392], [-6.85034, -1.76812, 1.40328], [-7.59794, -3.12592, 0.36070], [3.18098, -8.08101, 1.80448], [2.19571, -7.36913, 2.56964], [1.69507, -6.40695, 2.00134], [2.09363, -7.66269, 3.76584], [2.87581, -9.08653, 1.51483], [4.07175, -8.24952, 2.40965], [3.49658, -7.41937, 0.99780], [0.80162, 0.13594, -0.21413], [-0.49739, 0.94985, 0.10689], [-1.52332, 0.41367, -0.28223], [-0.42323, 2.00945, 0.60283], [0.46228, -0.87188, -0.45339], [1.27419, 0.12752, 0.76807], [1.38897, 0.54600, -1.03569], [-6.22680, 3.90644, -1.53046], [-5.32755, 3.89572, -2.70350], [-5.35537, 2.96550, -3.46093], [-4.35479, 4.69127, -2.70981], [-6.05498, 3.11467, -0.80129], [-7.29455, 3.81291, -1.72859], [-6.01661, 4.79328, -0.93261], [2.57926, 3.12966, 7.73249], [2.65462, 3.48601, 6.28086], [2.72724, 4.68794, 6.01166], [2.51882, 2.53484, 5.52374], [3.48260, 3.61127, 8.10683], [2.51516, 2.04203, 7.76531], [1.63396, 3.48379, 8.14371], [-0.34790, 3.72864, -7.07727], [0.11776, 2.75227, -6.04522], [0.70417, 3.20951, -5.07153], [-0.16493, 1.58659, -6.20310], [-0.13330, 3.37576, -8.08599], [0.32923, 4.54573, -6.82837], [-1.39177, 4.03293, -7.00075], [0.49738, -7.00849, -3.41294], [1.18005, -5.81606, -3.77968], [0.78750, -5.15731, -4.76840], [2.03151, -5.41963, -3.02741], [1.16863, -7.77845, -3.03256], [-0.06010, -7.40667, -4.26074], [-0.23715, -6.63049, -2.70182], [-3.68584, 3.42310, 5.79301], [-3.54134, 4.87062, 5.70324], [-3.41407, 5.46656, 6.73879], [-3.68585, 5.49383, 4.67383], [-3.19957, 3.06887, 4.88408], [-4.72993, 3.13362, 5.67392], [-3.28784, 3.09078, 6.75180], [6.87788, 1.57063, -3.41182], [7.31432, 1.54723, -4.82195], [6.78545, 0.75406, -5.55372], [8.10662, 2.41877, -5.08219], [7.78399, 1.37781, -2.83747], [6.18371, 0.81939, -3.03514], [6.31411, 2.49070, -3.25775]], "lowdin_charge": [0.03, -0.47, 0.05, 0.08, 0.10, 0.10, 0.11, 0.05, -0.48, 0.10, 0.04, 0.10, 0.09, 0.10, 0.03, -0.46, 0.08, 0.04, 0.11, 0.10, 0.10, 0.03, -0.47, 0.04, 0.08, 0.11, 0.11, 0.10, 0.01, -0.44, 0.06, 0.06, 0.11, 0.10, 0.10, 0.07, -0.46, 0.03, 0.09, 0.08, 0.09, 0.09, 0.03, -0.42, 0.07, 0.03, 0.10, 0.10, 0.09, 0.04, -0.44, 0.06, 0.05, 0.10, 0.09, 0.10, 0.04, -0.45, 0.05, 0.07, 0.10, 0.09, 0.10, 0.02, -0.46, 0.05, 0.07, 0.11, 0.10, 0.12, 0.04, -0.47, 0.06, 0.06, 0.10, 0.11, 0.10, 0.02, -0.47, 0.08, 0.07, 0.10, 0.09, 0.10], "mol_weight_g_mol": 732.5, "lumo_energy_ev": -0.370, "smiles": "C[N+](=O)[O-].C[N+](=O)[O-].C[N+](=O)[O-].C[N+](=O)[O-].C[N+](=O)[O-].C[N+](=O)[O-].C[N+](=O)[O-].C[N+](=O)[O-].C[N+](=O)[O-].C[N+](=O)[O-].C[N+](=O)[O-].C[N+](=O)[O-]", "gap_ha": 0.3873}

Energy comparison, zero being the most stable, in kcal/mol: 1 851.7; 2 0.0.

1 | {"formula": "C2H6N3O", "method": "ωB97M-V/def2-TZVPD", "symbols": ["C", "C", "N", "N", "N", "O", "H", "H", "H", "H", "H", "H"], "positions_angstrom": [[0.40792, 0.34842, -0.22129], [-0.83577, -0.54876, -0.29850], [0.91228, 0.20792, 0.94435], [-1.03943, -1.08006, 1.13273], [0.85400, 0.97313, -1.28621], [0.16212, -1.03813, 1.66778], [-1.81538, -0.19159, -0.58311], [-0.47913, -1.29983, -0.96324], [1.59501, 0.61839, 1.51684], [-1.70170, -0.36020, 1.54240], [0.15595, 0.95458, -2.04414], [1.78414, 1.41613, -1.40760]], "lowdin_charge": [-0.32, -0.01, 0.23, -0.03, 0.23, -0.01, 0.14, 0.13, 0.16, 0.16, 0.16, 0.17], "total_charge": 1, "mol_weight_g_mol": 88.1, "lumo_energy_ev": -4.434, "smiles": "[NH2+]=C1CNON1", "gap_ha": 0.3899}

2 | {"formula": "C2H6N3O", "method": "ωB97M-V/def2-TZVPD", "symbols": ["C", "C", "N", "N", "N", "O", "H", "H", "H", "H", "H", "H"], "positions_angstrom": [[0.11371, 0.11312, 1.30961], [0.63964, 1.40163, 0.68899], [0.57685, -0.97604, 0.56275], [-0.66054, -0.11064, 2.30374], [1.09282, -0.46486, -0.49481], [1.13257, 0.80586, -0.57595], [-0.14857, 2.16024, 0.49616], [1.38026, 1.92079, 1.24313], [-1.06857, 0.50502, 2.95317], [-0.91368, -1.02096, 2.54291], [2.86998, -1.06211, -2.75678], [2.31201, -0.75091, -3.15715]], "lowdin_charge": [-0.21, 0.04, 0.15, 0.31, 0.07, 0.00, 0.17, 0.14, 0.15, 0.14, 0.01, 0.01], "total_charge": 1, "mol_weight_g_mol": 88.1, "lumo_energy_ev": -6.302, "gap_ha": 0.3767}

Energy comparison, zero being the most stable, in kcal/mol: 1 0.0; 2 9.3.

1 | {"formula": "CHCl4PS", "method": "ωB97M-V/def2-TZVPD", "symbols": ["C", "P", "S", "Cl", "Cl", "Cl", "Cl", "H"], "positions_angstrom": [[0.41908, 0.10600, -0.57399], [2.03430, -0.41233, -0.07760], [4.38422, 0.23312, -0.32061], [3.72316, 1.91403, 0.34446], [-0.14560, -0.22661, -2.16374], [2.03644, -0.62294, 1.84121], [1.84680, -2.12557, -0.98477], [0.22165, 1.13662, -0.27178]], "lowdin_charge": [-0.88, -0.29, 0.01, -0.01, 0.52, 0.35, 0.32, 0.00], "mol_weight_g_mol": 217.9, "lumo_energy_ev": [-1.392, -1.392], "smiles": "ClC=P(Cl)(Cl)SCl", "gap_ha": [0.2618, 0.2617]}

2 | {"formula": "CHCl4PS", "method": "ωB97M-V/def2-TZVPD", "symbols": ["C", "P", "S", "Cl", "Cl", "Cl", "Cl", "H"], "positions_angstrom": [[-0.03612, 1.10510, 0.10532], [0.44204, -0.59065, 0.00591], [-1.44011, -1.46634, 0.14796], [1.26690, 2.24682, 0.24344], [-1.17848, 1.59176, -1.14946], [1.57850, -1.81730, -1.22422], [1.39428, -0.82986, 1.71211], [-2.02700, -0.23952, 0.15894]], "lowdin_charge": [-1.44, -0.32, 0.45, 0.49, 0.48, 0.20, 0.33, -0.19], "mol_weight_g_mol": 217.9, "lumo_energy_ev": -0.419, "smiles": "SP(Cl)(Cl)=C(Cl)Cl", "gap_ha": 0.2951}

Energy comparison, zero being the most stable, in kcal/mol: 1 25.7; 2 0.0.

1 | {"formula": "C4H15NO3", "method": "ωB97M-V/def2-TZVPD", "symbols": ["C", "C", "C", "C", "N", "H", "H", "H", "H", "H", "H", "H", "H", "H", "H", "H", "O", "H", "H", "O", "H", "H", "O"], "positions_angstrom": [[0.55388, -2.00684, -1.81728], [-0.02553, -0.57613, -1.51469], [0.89182, 0.21948, -0.60925], [1.84416, -0.35017, 0.24844], [0.79461, 1.50684, -0.96072], [-0.23205, -2.56688, -2.41519], [1.52737, -1.98662, -2.42430], [0.70637, -2.55030, -0.96099], [-0.37376, 0.06555, -2.38110], [-1.00649, -0.77926, -0.88228], [1.74246, -1.31642, 0.64305], [2.64170, 0.19528, 0.68678], [0.34556, 1.90498, -1.78732], [1.45992, 2.08955, -0.51024], [-0.95814, 2.35257, 0.90661], [-1.19797, 2.13353, 2.35941], [-1.60475, 2.09698, 1.53799], [-0.53263, -0.24585, 2.00303], [0.90640, 0.25736, 2.46911], [-0.06804, 0.23137, 2.80115], [-2.20993, 0.52028, 0.95098], [-3.04515, -0.76909, 0.86947], [-2.15982, -0.42622, 0.78734]], "mulliken_spin": [0.02, 0.02, 0.11, 0.58, 0.22, 0.00, 0.00, 0.00, 0.00, 0.00, 0.03, 0.01, -0.01, -0.01, 0.00, 0.00, 0.00, 0.00, -0.01, 0.03, 0.00, 0.00, 0.00], "s_squared": 0.7588, "total_charge": 1, "mol_weight_g_mol": 125.2, "lumo_energy_ev": [-3.922, -7.499], "spin_multiplicity": 2, "gap_ha": [0.3911, 0.2592]}

2 | {"formula": "C4H15NO3", "method": "ωB97M-V/def2-TZVPD", "symbols": ["C", "C", "C", "N", "C", "H", "H", "H", "H", "H", "H", "H", "H", "H", "H", "H", "O", "H", "H", "O", "H", "H", "O"], "positions_angstrom": [[-0.50438, 2.91426, -0.85240], [-1.38514, 1.81256, -0.61458], [-1.18220, 0.92566, 0.48922], [-1.94412, -0.02753, 0.86897], [0.34706, -1.46196, -1.59343], [-1.03255, 3.87199, -0.71422], [0.34003, 2.88054, -0.16584], [-0.12533, 2.90575, -1.88201], [-2.27129, 1.63511, -1.23045], [-0.25615, 1.04037, 1.04413], [-2.82084, -0.05412, 0.31617], [0.66178, -0.72474, -0.85806], [0.39419, -2.43237, -1.12175], [0.96014, -1.38915, -2.48616], [0.32441, -2.49013, 1.31420], [2.68491, -2.74240, 1.26755], [2.05477, -2.15228, 0.78971], [-0.96846, -1.69392, 1.38335], [-0.69539, -1.26303, -1.80978], [-0.59577, -2.55342, 1.60111], [2.24246, 0.83427, 1.99728], [1.97951, -0.39594, 1.06634], [1.79236, 0.56049, 1.19065]], "mulliken_spin": [0.00, 0.00, 0.00, 0.00, 0.00, 0.00, 0.00, 0.00, 0.00, 0.00, 0.00, 0.00, 0.00, 0.00, -0.01, -0.02, 1.01, 0.00, 0.00, 0.03, 0.00, 0.00, 0.01], "s_squared": 0.7530, "total_charge": 1, "mol_weight_g_mol": 125.2, "lumo_energy_ev": [-8.031, -8.032], "spin_multiplicity": 2, "gap_ha": [0.2167, 0.2152]}

Energy comparison, zero being the most stable, in kcal/mol: 1 0.0; 2 82.8.